1.
Density functional theory data (wB97M-V/def2-TZVPD) for a structure of composition C28H35CuN2O5S3.

Properties
Frontier orbital gap   6.93 eV
E_tot   -4408.666364 a.u.
Charge   0

Each line ends with the Mulliken charge.
Cartesian coordinates (Å):
1 Cu 0.340818 0.267468 -0.008256  0.3868
2 C 4.458141 4.758583 -2.764440  -0.7866
3 O 3.603038 5.435068 -1.869216  -0.4621
4 C 2.586974 4.720808 -1.320580  1.1929
5 C 1.802327 5.405991 -0.372312  -0.9779
6 C 0.762790 4.749694 0.219996  -0.7153
7 C 0.445626 3.396424 -0.039034  0.1127
8 C -0.676526 2.803210 0.658769  1.2011
9 C -1.751379 3.728663 1.201642  -1.8530
10 O -0.851712 1.594193 0.872556  -0.5347
11 C 1.253273 2.685368 -0.998858  0.4909
12 O 1.077470 1.470293 -1.370419  -0.8586
13 C 2.305361 3.416484 -1.630207  -0.4124
14 H 5.234898 5.466796 -3.042047  0.2423
15 H 3.926639 4.438400 -3.665176  0.3120
16 H 4.917852 3.885819 -2.292641  0.3263
17 H 2.037680 6.431649 -0.123317  0.4206
18 H 0.181307 5.285215 0.959025  0.3486
19 H -2.001113 4.509561 0.485672  0.4560
20 H -1.409411 4.199164 2.125655  0.3899
21 H -2.631035 3.130885 1.427834  0.3399
22 H 2.880125 2.861583 -2.359196  0.3233
23 O 1.718132 -0.175034 1.763853  -0.3890
24 S 2.500251 -1.432410 1.947168  -0.0211
25 C 1.297604 -2.806715 2.206601  0.0185
26 C 0.210833 -2.373748 3.189536  -1.4606
27 C -0.981907 -1.655119 2.545506  0.2506
28 C -1.816327 -2.538018 1.612780  -1.0429
29 S -1.527900 -2.159736 -0.189849  0.4072
30 O -0.110400 -1.685362 -0.331057  -0.3086
31 C -1.423919 -3.879779 -0.741484  0.4231
32 C -2.511868 -4.734249 -0.622123  -0.5817
33 C -2.401499 -6.041423 -1.069039  -0.5680
34 C -1.215882 -6.483238 -1.642787  -0.4853
35 C -0.144222 -5.613276 -1.782500  -0.6393
36 C -0.248191 -4.303344 -1.336288  -0.2772
37 C 3.065794 -1.931214 0.303515  0.5752
38 C 3.354885 -3.247475 -0.028285  -0.4886
39 C 3.754215 -3.545960 -1.322480  -0.5567
40 C 3.863460 -2.536920 -2.270572  -0.5460
41 C 3.606162 -1.220806 -1.917440  -0.4254
42 C 3.219979 -0.912281 -0.621848  -0.3776
43 H 1.893752 -3.626161 2.612877  0.5794
44 H 0.893904 -3.087735 1.237301  -0.2067
45 H 0.647015 -1.698394 3.930765  0.4770
46 H -0.148681 -3.253155 3.730184  0.4125
47 H -0.621544 -0.775084 2.010897  -0.3084
48 H -1.629288 -1.291370 3.344599  0.4335
49 H -2.881344 -2.336923 1.734780  0.5939
50 H -1.635543 -3.598931 1.781885  0.5421
51 H -3.438467 -4.381566 -0.182953  0.4201
52 H -3.240826 -6.717142 -0.968261  0.3947
53 H -1.132095 -7.505665 -1.988030  0.3901
54 H 0.776402 -5.950391 -2.241391  0.4464
55 H 0.573038 -3.605926 -1.442919  0.3373
56 H 3.265577 -4.042516 0.701998  0.3454
57 H 3.969251 -4.571816 -1.595564  0.4354
58 H 4.151351 -2.779435 -3.285649  0.3914
59 H 3.690160 -0.426416 -2.646586  0.4136
60 H 3.018115 0.111033 -0.338287  0.3803
61 C -3.854995 -0.480544 -5.603593  -0.9588
62 N -3.473034 -0.609275 -4.203754  -0.1620
63 C -3.244666 0.396246 -3.317286  0.4313
64 S -3.562698 0.150501 -1.694547  -0.4514
65 N -2.734921 1.573132 -3.728641  -0.1789
66 C -2.042006 1.846060 -4.976516  -1.1116
67 H -4.075534 -1.476867 -5.978262  0.3624
68 H -3.049737 -0.070871 -6.207284  0.2806
69 H -4.745608 0.142327 -5.730200  0.3156
70 H -3.896409 -1.389150 -3.730014  0.2186
71 H -2.494741 2.164282 -2.950648  0.2394
72 H -2.731372 1.879253 -5.819284  0.3581
73 H -1.265429 1.103319 -5.175680  0.3585
74 H -1.569243 2.820874 -4.897071  0.3709

Cartesian forces (eV/Å) of the 3 atoms listed first:
0.1 -0.4 -0.1
0.1 0.0 -0.1
0.0 0.1 0.0



2.
Density functional theory data (wB97M-V/def2-TZVPD) for the molecule C6H12N2 at a distorted geometry.

Properties
Frontier orbital gap   9.72 eV
SMILES   C=C(CC)/C(N)=N/C
E_tot   -345.301256 a.u.
Charge   0
Relative energy (zero: lowest compared OMol25 entry of this formula, charge and spin)   16.7 kcal/mol

Each line ends with the Mulliken charge.
Cartesian coordinates (Å):
1 C -2.072351 0.188436 -1.100352  -1.0931
2 C -0.896644 -0.206770 -0.587665  0.4190
3 C 0.109807 -1.143096 -1.354639  -0.6089
4 C 1.160602 -0.330304 -2.095471  -0.9940
5 C -0.393131 0.289338 0.743150  0.6626
6 N -1.184037 1.055203 1.562390  -0.5185
7 N 0.794646 -0.112119 1.059434  -0.3387
8 C 1.434276 0.305472 2.291158  -1.0803
9 H -2.735657 0.888703 -0.606270  0.2799
10 H -2.403668 -0.185086 -2.065538  0.2820
11 H -0.471140 -1.724488 -2.079211  0.3908
12 H 0.582990 -1.889989 -0.708979  0.2932
13 H 1.766503 -0.987259 -2.728394  0.3114
14 H 0.698032 0.429066 -2.733737  0.2976
15 H 1.837530 0.181029 -1.404224  0.2830
16 H -0.931281 1.044627 2.540767  0.2184
17 H -2.181469 0.973754 1.422770  0.2010
18 H 1.239738 1.352872 2.544043  0.3811
19 H 1.127247 -0.333470 3.125196  0.3196
20 H 2.518008 0.204081 2.175572  0.2941

Cartesian forces (eV/Å) of the 3 atoms listed first:
0.7 -0.5 0.1
0.5 -0.3 -0.2
-1.3 0.5 0.2